1.
DFT (the ωB97M-V functional and the def2-TZVPD basis) results for a 8-piece molecular cluster, C65H145N7O overall in a non-equilibrium geometry.

Computed properties:
E_HOMO in Eh: -0.5094
Charge: +6

Atoms and positions in Å:
C  -1.86  -1.82  -0.44
C  -1.20  -0.55  -0.33
O  -0.88  0.22  -1.46
H  -1.21  -2.64  -0.77
H  -2.77  -1.87  -1.04
H  -2.31  -2.19  0.48
H  -0.54  -0.64  0.53
H  -2.01  0.00  0.14
C  8.71  4.14  4.43
C  7.96  2.99  3.86
C  7.88  2.99  2.32
N  6.81  1.94  1.75
C  7.09  1.75  0.25
C  6.03  0.99  -0.62
C  4.65  1.68  -0.39
C  4.31  1.79  1.09
C  5.38  2.56  1.89
C  6.86  0.63  2.61
H  8.34  4.40  5.42
H  8.54  4.98  3.76
H  9.77  3.88  4.42
H  6.96  2.86  4.26
H  8.47  2.07  4.12
H  8.83  2.54  2.04
H  7.71  3.95  1.83
H  7.37  2.72  -0.15
H  8.09  1.33  0.21
H  6.24  1.24  -1.66
H  5.95  -0.05  -0.30
H  4.67  2.72  -0.74
H  3.84  1.16  -0.90
H  3.28  2.15  1.10
H  4.33  0.74  1.40
H  5.43  3.54  1.41
H  5.19  2.60  2.96
H  7.90  0.30  2.58
H  6.23  -0.18  2.23
H  6.48  0.88  3.60
C  0.43  8.00  8.68
C  -0.27  6.93  7.78
C  -0.22  7.47  6.32
N  -1.02  6.73  5.16
C  -0.94  7.45  3.81
C  -1.55  6.63  2.68
C  -0.85  5.29  2.55
C  -0.83  4.49  3.85
C  -0.29  5.38  5.05
C  -2.49  6.63  5.63
H  0.38  7.95  9.77
H  0.04  9.00  8.52
H  1.49  8.12  8.46
H  -1.31  6.84  8.11
H  0.15  5.94  7.96
H  0.82  7.44  6.01
H  -0.38  8.55  6.34
H  0.09  7.75  3.64
H  -1.50  8.36  4.03
H  -1.41  7.15  1.74
H  -2.62  6.50  2.87
H  0.20  5.44  2.28
H  -1.30  4.73  1.74
H  -0.32  3.52  3.90
H  -1.85  4.12  3.95
H  0.79  5.49  5.04
H  -0.53  4.89  5.99
H  -2.56  6.18  6.63
H  -3.02  5.90  5.02
H  -2.96  7.62  5.62
C  -5.87  2.36  1.03
C  -6.18  3.20  -0.22
C  -5.85  2.39  -1.54
N  -6.45  2.84  -2.88
C  -5.96  1.94  -4.05
C  -6.63  0.57  -4.05
C  -8.14  0.68  -4.17
C  -8.63  1.51  -3.05
C  -8.00  2.84  -2.90
C  -5.83  4.25  -3.19
H  -5.97  2.91  1.97
H  -4.86  2.00  1.25
H  -6.47  1.45  1.10
H  -5.61  4.14  -0.23
H  -7.22  3.52  -0.26
H  -6.09  1.34  -1.37
H  -4.78  2.38  -1.73
H  -4.88  1.85  -4.03
H  -6.26  2.39  -4.99
H  -6.30  0.03  -3.16
H  -6.06  0.02  -4.80
H  -8.50  -0.34  -4.07
H  -8.42  0.99  -5.18
H  -8.46  0.96  -2.13
H  -9.71  1.68  -3.10
H  -8.28  3.39  -2.00
H  -8.19  3.39  -3.82
H  -6.17  4.62  -4.16
H  -4.75  4.15  -3.13
H  -6.12  5.00  -2.45
C  -5.89  -6.82  1.12
C  -6.62  -8.15  1.30
C  -6.50  -8.55  2.76
N  -7.00  -9.92  3.20
C  -8.53  -9.95  2.86
C  -9.32  -11.19  3.57
C  -9.09  -11.17  5.11
C  -7.57  -11.00  5.58
C  -6.71  -10.07  4.76
C  -6.24  -11.19  2.78
H  -5.53  -6.78  0.09
H  -4.98  -6.62  1.70
H  -6.51  -5.93  1.20
H  -6.12  -8.90  0.69
H  -7.65  -8.04  0.97
H  -6.95  -7.84  3.44
H  -5.50  -8.80  3.11
H  -8.78  -8.95  3.21
H  -8.72  -9.92  1.78
H  -10.39  -11.22  3.39
H  -8.91  -12.15  3.26
H  -9.50  -10.22  5.46
H  -9.59  -11.99  5.62
H  -7.61  -10.63  6.61
H  -7.04  -11.95  5.58
H  -6.99  -9.10  5.18
H  -5.64  -10.06  4.97
H  -6.76  -12.10  3.07
H  -5.21  -11.16  3.14
H  -6.27  -11.16  1.69
C  5.09  10.09  -0.42
C  3.78  9.40  -0.93
C  4.01  8.29  -2.01
N  2.78  7.83  -2.93
C  1.66  7.29  -1.98
C  0.67  6.47  -2.65
C  1.24  5.32  -3.45
C  2.23  5.89  -4.49
C  3.39  6.68  -3.87
C  2.20  8.98  -3.75
H  5.51  9.65  0.48
H  5.00  11.17  -0.32
H  5.84  9.90  -1.20
H  3.12  10.11  -1.42
H  3.26  9.01  -0.05
H  4.52  7.41  -1.62
H  4.75  8.66  -2.73
H  2.21  6.63  -1.32
H  1.29  8.18  -1.46
H  0.04  6.02  -1.89
H  -0.15  7.03  -3.10
H  1.75  4.67  -2.73
H  0.43  4.73  -3.89
H  2.70  5.04  -5.00
H  1.70  6.36  -5.32
H  3.91  5.98  -3.22
H  3.97  7.13  -4.67
H  1.50  8.59  -4.50
H  2.98  9.47  -4.32
H  1.60  9.61  -3.09
C  -2.56  -3.76  -5.10
C  -1.10  -3.70  -5.57
C  -0.68  -2.25  -5.84
N  0.79  -1.99  -6.31
C  0.90  -0.50  -6.74
C  2.39  -0.16  -6.95
C  3.32  -0.40  -5.76
C  3.07  -1.81  -5.22
C  1.63  -2.25  -5.03
C  1.01  -2.85  -7.52
H  -2.99  -4.65  -4.65
H  -3.18  -3.49  -5.96
H  -2.83  -3.01  -4.37
H  -1.00  -4.23  -6.52
H  -0.47  -4.19  -4.84
H  -0.89  -1.62  -4.98
H  -1.32  -1.80  -6.60
H  0.47  0.00  -5.87
H  0.27  -0.33  -7.61
H  2.35  0.90  -7.22
H  2.79  -0.57  -7.88
H  3.00  0.31  -5.00
H  4.37  -0.21  -5.99
H  3.54  -1.94  -4.24
H  3.44  -2.58  -5.91
H  1.17  -1.73  -4.19
H  1.56  -3.30  -4.74
H  2.04  -2.78  -7.85
H  0.33  -2.41  -8.25
H  0.80  -3.91  -7.38
C  8.29  -8.13  -0.84
C  7.25  -7.15  -0.32
C  5.97  -7.76  0.16
N  5.05  -6.76  0.95
C  4.51  -5.64  0.00
C  3.41  -4.80  0.67
C  2.19  -5.64  1.09
C  2.67  -6.74  2.09
C  3.83  -7.60  1.42
C  5.78  -6.08  2.10
H  8.63  -8.76  -0.02
H  9.25  -7.70  -1.16
H  7.86  -8.80  -1.59
H  7.08  -6.47  -1.16
H  7.79  -6.57  0.42
H  6.29  -8.52  0.88
H  5.40  -8.28  -0.61
H  4.14  -6.12  -0.91
H  5.33  -5.05  -0.42
H  3.00  -4.05  0.00
H  3.79  -4.22  1.51
H  1.70  -6.05  0.20
H  1.54  -4.88  1.53
H  1.84  -7.41  2.30
H  2.90  -6.27  3.05
H  3.37  -7.94  0.49
H  4.18  -8.39  2.08
H  5.09  -5.61  2.80
H  6.44  -5.35  1.64
H  6.30  -6.83  2.71

Mulliken population analysis, charges in e, atoms 1 to 99:
1. C -0.8787
2. C -0.0224
3. O -0.8954
4. H 0.1906
5. H 0.1837
6. H 0.3648
7. H 0.1747
8. H -0.0840
9. C -1.2617
10. C -0.2834
11. C -0.6458
12. N 0.0345
13. C -0.7815
14. C -0.6487
15. C -0.7270
16. C -0.7129
17. C -0.6346
18. C -0.9842
19. H 0.3342
20. H 0.3226
21. H 0.3531
22. H 0.2909
23. H 0.3459
24. H 0.3926
25. H 0.4414
26. H 0.4922
27. H 0.5225
28. H 0.3515
29. H 0.3071
30. H 0.2276
31. H 0.5029
32. H 0.4702
33. H 0.2038
34. H 0.3888
35. H 0.5024
36. H 0.3788
37. H 0.3610
38. H 0.4502
39. C -1.4346
40. C -0.0484
41. C -0.9310
42. N 0.2358
43. C -0.7627
44. C -0.6607
45. C -0.5858
46. C -0.9225
47. C -0.6383
48. C -0.9255
49. H 0.3885
50. H 0.3654
51. H 0.3591
52. H 0.2499
53. H 0.3191
54. H 0.4299
55. H 0.5088
56. H 0.4289
57. H 0.4598
58. H 0.3905
59. H 0.3197
60. H 0.2178
61. H 0.4755
62. H 0.4748
63. H 0.3318
64. H 0.4011
65. H 0.4536
66. H 0.3522
67. H 0.3921
68. H 0.3536
69. C -1.3964
70. C -0.1576
71. C -0.8857
72. N 0.1266
73. C -0.7780
74. C -0.5934
75. C -0.6781
76. C -0.5088
77. C -0.7577
78. C -1.0016
79. H 0.4059
80. H 0.3228
81. H 0.3715
82. H 0.3422
83. H 0.1914
84. H 0.3500
85. H 0.5234
86. H 0.5175
87. H 0.3839
88. H 0.2859
89. H 0.4346
90. H 0.3473
91. H 0.3285
92. H 0.3154
93. H 0.3756
94. H 0.4862
95. H 0.4396
96. H 0.4195
97. H 0.4102
98. H 0.3732
99. C -1.3707

=====

2.
DFT (the ωB97M-V functional and the def2-TZVPD basis) results for a 2-piece molecular cluster, C3H11NS2 overall in a non-equilibrium geometry.

Computed properties:
E_HOMO in Eh: -0.3165
SMILES: CCN.CSS

Atoms and positions in Å:
C  -3.02  -0.44  0.11
S  -1.66  -1.38  -0.50
S  -1.27  -0.21  -2.31
H  -3.04  -0.68  1.14
H  -3.99  -0.87  -0.28
H  -3.22  0.75  0.11
H  -2.07  -1.02  -3.16
C  2.88  0.38  -0.09
C  1.57  0.79  0.41
N  0.91  -0.32  1.29
H  2.75  -0.46  -0.86
H  3.32  1.22  -0.60
H  3.54  0.14  0.79
H  1.71  1.61  1.19
H  0.68  1.17  -0.18
H  0.69  0.15  2.12
H  0.21  -0.84  0.81

Just the natural (NBO) charges please, in e? Sure, here they are:
1. C -0.8038
2. S 0.1387
3. S -0.1622
4. H 0.2261
5. H 0.2193
6. H 0.2521
7. H 0.1500
8. C -0.6238
9. C -0.2283
10. N -0.8881
11. H 0.2102
12. H 0.2065
13. H 0.2226
14. H 0.1713
15. H 0.1886
16. H 0.3543
17. H 0.3664

=====

E_tot list, top to bottom, in Ha: -3019.82792; -971.95744
Lowest unoccupied orbital energy list, top to bottom, in eV: -9.466; 0.057